Entry 1:
{"formula": "C37H35F3N6O3SSbSeW", "method": "wB97M-V/def2-TZVPD", "homo_energy_ev": [-7.4, -7.4], "relative_energy_kj_mol": 0.00, "orbital_gap_ev": [6.5, 6.6], "multiplicity": 2, "s2": 0.772, "max_force_ev_per_a": 2.63, "elements": ["W", "Sb", "Se", "S", "F", "F", "F", "O", "O", "O", "N", "N", "N", "N", "N", "N", "C", "C", "C", "C", "C", "C", "C", "C", "C", "C", "C", "C", "C", "C", "C", "C", "C", "C", "C", "C", "C", "C", "C", "C", "C", "C", "C", "C", "C", "C", "C", "C", "C", "C", "C", "C", "C", "H", "H", "H", "H", "H", "H", "H", "H", "H", "H", "H", "H", "H", "H", "H", "H", "H", "H", "H", "H", "H", "H", "H", "H", "H", "H", "H", "H", "H", "H", "H", "H", "H", "H", "H"], "positions_angstrom": [[-0.018, 0.128, -0.516], [-1.052, -2.353, -1.314], [0.907, 2.129, 2.096], [1.048, 1.601, -2.424], [-2.592, 2.821, -2.398], [-1.425, 4.629, -2.531], [-2.916, 4.420, -0.983], [-1.346, 0.049, -2.303], [-1.059, 1.910, -0.503], [-0.086, 3.921, -0.241], [2.269, 3.196, 2.279], [0.670, -1.862, 0.866], [1.570, 1.372, 0.604], [2.816, -1.112, -0.808], [-0.979, 0.375, -3.542], [-3.052, -0.454, -0.245], [-5.409, -1.833, -0.651], [3.650, 1.704, -0.738], [-1.378, -0.035, 2.531], [-0.431, -3.942, 1.376], [-5.427, -0.542, -0.155], [-1.788, -0.064, -4.534], [2.479, -1.004, 2.340], [1.710, -1.525, -2.855], [-2.645, 1.159, 4.265], [1.306, -3.134, 2.772], [3.120, 2.979, 1.293], [0.112, 1.135, -3.752], [4.350, 3.689, 1.172], [1.708, -1.003, -1.542], [-3.021, -1.697, -0.722], [0.391, 1.484, -5.087], [-4.185, -2.422, -0.941], [-1.972, 3.764, -1.673], [2.744, 1.965, 0.337], [-0.873, -0.507, 4.883], [-0.242, -2.822, 0.589], [-3.016, -1.285, 3.831], [0.349, -4.091, 2.508], [-4.174, 1.523, 0.576], [5.108, -1.709, -0.361], [-0.410, 1.061, -6.111], [-0.902, 3.165, -0.719], [-4.211, 0.121, 0.041], [4.811, 2.404, -0.813], [2.851, -2.103, -3.359], [3.935, -1.676, -1.290], [1.454, -2.017, 1.948], [-1.532, 0.261, -5.833], [-1.970, -0.160, 3.869], [3.997, -2.187, -2.575], [-0.886, 0.046, 1.424], [5.174, 3.401, 0.140], [5.325, -0.707, 0.013], [1.263, 2.096, -5.265], [-3.078, 1.072, 5.265], [5.491, 2.207, -1.633], [2.859, -0.477, 1.473], [3.306, -1.504, 2.845], [-1.306, -0.614, 5.881], [-3.479, -1.399, 4.815], [5.994, -2.101, -0.860], [-3.168, 1.767, 0.911], [1.960, -3.222, 3.630], [-4.461, 2.234, -0.203], [2.845, -2.497, -4.370], [-6.358, -0.042, 0.078], [4.889, -2.339, 0.505], [4.909, -2.637, -2.945], [-6.334, -2.372, -0.816], [-2.192, -0.097, -6.609], [-2.621, -0.657, -4.190], [-0.382, -1.444, 4.614], [-0.176, 1.340, -7.129], [4.583, 4.441, 1.913], [0.229, -4.947, 3.161], [3.404, 0.966, -1.474], [-2.551, -2.232, 3.551], [-3.796, -1.062, 3.101], [-4.140, -3.432, -1.333], [6.113, 3.926, 0.025], [-4.877, 1.638, 1.403], [2.040, -0.293, 3.044], [-0.115, 0.278, 4.923], [-1.176, -4.678, 1.103], [0.831, -1.477, -3.484], [-1.927, 1.980, 4.275], [-3.439, 1.411, 3.562]], "atomic_forces_ev_per_a": [[2.1, -0.1, -1.6], [-0.2, 0.2, 0.2], [-0.1, 0.1, 0.0], [0.1, 0.2, 0.1], [0.0, 0.0, -0.1], [0.1, 0.1, 0.0], [-0.1, 0.1, 0.2], [-0.1, 0.0, 0.3], [-0.4, 0.1, 0.1], [0.0, 0.0, -0.1], [0.0, 0.0, 0.1], [-0.2, 0.0, 0.2], [-0.2, -0.1, 0.1], [0.0, -0.1, 0.1], [-0.1, -0.1, 0.1], [-0.1, 0.0, -0.2], [0.0, 0.2, 0.1], [-0.1, 0.0, 0.1], [0.1, 0.0, 0.0], [0.0, 0.1, 0.0], [0.1, -0.1, 0.0], [0.0, 0.0, 0.0], [0.1, 0.1, 0.0], [0.0, 0.1, 0.2], [0.0, 0.0, 0.0], [0.0, 0.1, 0.0], [-0.1, 0.0, 0.0], [0.0, 0.1, -0.1], [0.1, 0.1, 0.0], [-0.4, -0.1, 0.2], [-0.3, -0.2, 0.0], [0.1, 0.1, 0.0], [0.1, -0.2, 0.0], [0.1, -0.2, -0.1], [-0.1, 0.0, 0.1], [0.0, 0.0, 0.0], [0.2, -0.2, 0.0], [0.0, 0.0, 0.0], [0.0, -0.1, 0.1], [0.0, 0.0, 0.0], [0.1, 0.0, 0.1], [-0.1, -0.1, 0.0], [0.2, 0.1, 0.3], [-0.3, 0.1, 0.1], [0.0, 0.0, -0.1], [0.1, -0.1, -0.2], [-0.3, 0.0, -0.2], [0.0, -0.2, 0.0], [0.1, 0.1, 0.0], [-0.1, 0.0, 0.0], [0.0, 0.1, 0.1], [-0.3, 0.0, -0.1], [0.0, 0.0, 0.1], [0.0, 0.0, 0.0], [0.0, 0.0, 0.0], [0.0, 0.0, 0.0], [0.0, 0.0, 0.0], [0.0, 0.0, 0.0], [0.0, 0.0, 0.0], [0.0, 0.0, 0.0], [0.0, 0.0, 0.0], [0.0, 0.0, 0.0], [0.0, 0.0, 0.0], [0.0, 0.0, 0.0], [0.0, 0.0, 0.0], [0.0, 0.0, 0.0], [0.0, 0.0, 0.0], [0.0, 0.0, 0.0], [0.0, 0.0, 0.0], [0.0, 0.0, 0.0], [0.0, 0.0, 0.0], [0.0, 0.0, 0.0], [0.0, 0.0, 0.0], [0.0, 0.0, 0.0], [0.0, 0.0, 0.0], [0.0, 0.0, 0.0], [0.0, 0.0, -0.1], [0.0, 0.0, 0.0], [0.0, 0.0, 0.0], [0.0, 0.0, 0.0], [0.0, 0.0, 0.0], [0.0, 0.0, 0.0], [0.0, 0.0, 0.0], [0.0, 0.0, 0.0], [0.0, 0.0, 0.0], [0.0, 0.0, 0.0], [0.0, 0.0, 0.0], [0.0, 0.0, 0.0]]}

***

Entry 2:
{"formula": "C37H35IN9OS2Ti", "method": "wB97M-V/def2-TZVPD", "homo_energy_ev": -9.8, "relative_energy_kj_mol": 83.20, "orbital_gap_ev": 5.4, "total_charge": 1, "max_force_ev_per_a": 1.06, "elements": ["I", "Ti", "S", "S", "O", "N", "N", "N", "N", "N", "N", "N", "N", "N", "C", "C", "C", "C", "C", "C", "C", "C", "C", "C", "C", "C", "C", "C", "C", "C", "C", "C", "C", "C", "C", "C", "C", "C", "C", "C", "C", "C", "C", "C", "C", "C", "C", "C", "C", "C", "C", "H", "H", "H", "H", "H", "H", "H", "H", "H", "H", "H", "H", "H", "H", "H", "H", "H", "H", "H", "H", "H", "H", "H", "H", "H", "H", "H", "H", "H", "H", "H", "H", "H", "H", "H"], "positions_angstrom": [[-2.487, -5.206, 2.689], [-0.118, 0.013, 0.000], [-2.366, 1.139, 0.551], [-0.763, 1.970, 3.144], [-1.268, -0.885, -1.148], [1.124, -0.586, -1.768], [-1.121, -1.380, 1.496], [-3.186, 0.127, -1.919], [1.658, -1.710, -1.886], [-4.672, 1.283, -0.676], [1.361, -1.650, 0.444], [-1.240, -1.198, 2.814], [0.181, 1.706, -1.141], [1.100, 1.061, 1.428], [-2.187, -0.668, -2.061], [-1.843, -3.269, 2.446], [-1.215, -2.547, -3.372], [-1.482, -2.638, 1.254], [-1.013, -3.203, -4.575], [-1.570, -2.698, -5.741], [2.622, -3.445, -0.522], [-2.564, -0.896, -4.503], [3.366, 1.879, 1.390], [-5.654, 1.075, -1.752], [-5.160, 2.027, 0.489], [1.962, 4.922, -0.683], [0.823, 0.746, -5.175], [0.137, 2.396, -3.513], [-3.431, 0.818, -0.757], [0.347, 2.026, -4.817], [0.378, 1.469, -2.476], [-6.384, -0.248, -1.605], [-2.343, -1.544, -5.706], [2.887, -3.941, 0.743], [2.407, -3.260, 1.853], [1.792, 2.790, 2.936], [-0.132, 5.075, 0.467], [1.647, 3.633, -1.075], [-1.993, -1.393, -3.333], [-0.460, 3.787, 0.064], [1.872, -2.285, -0.620], [1.093, -0.167, -4.195], [-1.680, -2.304, 3.423], [-4.908, 3.520, 0.356], [0.428, 3.051, -0.711], [3.054, 2.775, 2.429], [0.790, 1.899, 2.457], [0.865, 0.203, -2.858], [1.644, -2.124, 1.661], [1.072, 5.650, 0.096], [2.371, 1.082, 0.924], [-6.883, -0.319, -0.637], [-5.392, 3.922, -0.535], [1.318, 6.656, 0.409], [-5.307, 4.044, 1.225], [-2.774, -1.153, -6.617], [-0.422, -4.109, -4.603], [-3.164, 0.003, -4.456], [-5.142, 1.133, -2.708], [-0.779, -2.934, -2.460], [2.350, 3.062, -1.670], [-4.688, 1.628, 1.385], [-6.228, 1.820, 0.563], [2.993, -3.913, -1.421], [-1.470, -3.032, 0.251], [1.458, -1.161, -4.414], [2.909, 5.355, -0.980], [1.505, 3.467, 3.726], [2.609, -3.606, 2.856], [3.806, 3.453, 2.813], [4.348, 1.838, 0.943], [-3.840, 3.728, 0.294], [-1.404, 3.362, 0.362], [-7.142, -0.346, -2.382], [-0.222, 3.386, -3.266], [3.474, -4.841, 0.863], [0.136, 2.742, -5.602], [0.964, 0.498, -6.217], [2.560, 0.422, 0.086], [-6.350, 1.912, -1.692], [-1.074, -0.225, 3.170], [-5.687, -1.080, -1.698], [-0.833, 5.630, 1.077], [1.239, -1.569, 2.496], [-1.860, -2.330, 4.484], [-1.405, -3.207, -6.682]], "atomic_forces_ev_per_a": [[0.0, 0.0, 0.0], [-0.3, 1.0, 0.1], [0.1, -0.1, 0.0], [0.0, -0.5, 0.1], [-0.1, -0.4, 0.0], [0.1, 0.0, -0.2], [0.2, 0.0, 0.0], [0.1, 0.0, 0.0], [0.0, 0.0, 0.0], [0.0, 0.0, 0.0], [-0.1, -0.2, 0.0], [0.1, 0.6, 0.1], [-0.1, -0.5, 0.2], [0.1, 0.0, 0.0], [0.0, 0.2, 0.0], [0.0, 0.1, 0.0], [0.0, 0.0, 0.0], [0.0, 0.1, 0.0], [0.0, 0.0, 0.0], [0.0, 0.0, 0.0], [0.0, 0.0, 0.1], [0.0, 0.0, 0.0], [0.0, 0.0, -0.1], [0.0, 0.0, 0.0], [0.0, 0.0, 0.0], [0.0, 0.0, 0.0], [0.0, -0.1, 0.0], [0.0, 0.0, 0.0], [-0.1, -0.1, -0.1], [0.0, 0.0, 0.0], [0.0, 0.0, -0.1], [0.0, 0.0, 0.0], [0.0, 0.0, 0.0], [0.0, 0.0, 0.0], [0.0, 0.0, 0.0], [0.0, -0.1, 0.0], [0.0, 0.0, 0.0], [0.0, 0.0, 0.0], [0.0, 0.0, 0.0], [0.0, 0.0, 0.0], [0.0, 0.0, 0.0], [0.0, 0.1, -0.1], [0.0, 0.0, 0.1], [0.0, 0.0, 0.0], [0.0, 0.1, 0.0], [0.0, 0.0, 0.0], [-0.1, 0.2, 0.0], [0.1, -0.1, 0.1], [0.0, 0.0, 0.0], [0.0, 0.0, 0.0], [0.0, 0.0, 0.1], [0.0, 0.0, 0.0], [0.0, 0.0, 0.0], [0.0, 0.0, 0.0], [0.0, 0.0, 0.0], [0.0, 0.0, 0.0], [0.0, 0.0, 0.0], [0.0, 0.0, 0.0], [0.0, 0.0, 0.0], [0.0, 0.0, 0.0], [0.0, 0.0, 0.0], [0.0, 0.0, 0.0], [0.0, 0.0, 0.0], [0.0, 0.0, 0.0], [0.0, 0.0, 0.0], [0.0, 0.0, 0.0], [0.0, 0.0, 0.0], [0.0, 0.0, 0.0], [0.0, 0.0, 0.0], [0.0, 0.0, 0.0], [0.0, 0.0, 0.0], [0.0, 0.0, 0.0], [0.0, 0.0, 0.0], [0.0, 0.0, 0.0], [0.0, 0.0, 0.0], [0.0, 0.0, 0.0], [0.0, 0.0, 0.0], [0.0, 0.0, 0.0], [0.0, 0.0, 0.0], [0.0, 0.0, 0.0], [-0.1, -0.3, -0.1], [0.0, 0.0, 0.0], [0.0, 0.0, 0.0], [0.0, 0.0, 0.0], [0.0, 0.0, 0.0], [0.0, 0.0, 0.0]]}